Entry 1:
Computed, not measured: a gas-phase ion, C6H13N3O5P3 (charge +1), with ωB97M-V with the def2-TZVPD basis set.

```
30
C6H13N3O5P3, DFT ωB97M-V with the def2-TZVPD basis set
C -2.719 -1.780 -0.193
N -1.341 -2.231 -0.465
C -0.490 -1.228 -0.998
N 0.133 -0.428 0.112
N -0.116 0.867 -0.004
C 0.400 1.705 0.878
P 0.103 3.528 0.750
P 0.651 3.912 -1.341
O 0.867 5.336 -1.547
O 1.942 2.996 -1.554
O -0.444 3.222 -2.275
C 1.204 1.236 1.927
C 1.451 -0.103 2.011
C 0.895 -0.975 1.071
P 1.444 -2.787 1.379
O 0.033 -3.370 1.879
O 1.564 -3.399 -0.129
H -2.770 -0.692 -0.156
H -3.061 -2.176 0.761
H -3.409 -2.120 -0.965
H -1.361 -3.001 -1.119
H -0.975 -0.484 -1.633
H 0.316 -1.676 -1.575
H -1.300 3.560 0.662
H 1.705 2.064 -1.629
H -0.837 3.858 -2.890
H 1.626 1.940 2.631
H 2.073 -0.512 2.796
H 0.128 -4.260 2.245
H 2.289 -3.003 -0.629
```

HOMO energy	-12.9541	eV
total energy	-1800.7999	a.u.
relative energy (zero: lowest compared OMol25 entry of this formula, charge and spin)	0.0	kcal/mol
charge	+1

Entry 2:
Computed, not measured: 2 unconnected molecules or ions with the total composition C6H13N3OP in a non-equilibrium geometry, with ωB97M-V with the def2-TZVPD basis set.

```
24
C6H13N3OP, DFT ωB97M-V with the def2-TZVPD basis set
C -0.927 -1.692 0.745
C -2.054 -1.257 -0.259
C 0.119 -0.661 0.578
C 0.560 -0.359 -0.884
C -0.476 0.522 -0.221
C -0.443 1.959 0.102
N 5.296 -0.948 1.029
N 3.255 0.396 -0.636
N -1.886 0.205 -0.515
O -1.644 2.320 0.748
P 4.428 -0.501 -0.115
H -1.326 -1.526 1.779
H -0.694 -2.854 0.799
H -1.825 -1.849 -1.116
H -3.047 -1.445 0.065
H 0.989 -0.588 1.306
H 0.042 -1.042 -1.523
H -0.448 2.413 -0.952
H 0.378 2.292 0.641
H 5.931 -1.743 0.996
H 1.703 0.161 -0.840
H -2.068 0.353 -1.568
H -2.333 0.881 0.174
H -1.536 2.966 1.412
```

HOMO energy	-13.0294	eV
total energy	-816.8334	a.u.
relative energy (zero: lowest compared OMol25 entry of this formula, charge and spin)	63.3	kcal/mol
charge	+1

Entry 3:
Computed, not measured: a gas-phase ion, C6H13N3P (charge +1) in a non-equilibrium geometry, with ωB97M-V with the def2-TZVPD basis set.

```
23
C6H13N3P, DFT ωB97M-V with the def2-TZVPD basis set
H -3.665 -0.170 -0.980
P -2.457 -0.719 -0.896
N -2.090 0.199 0.350
C -0.706 -0.176 0.891
C -0.588 -1.605 1.383
C 0.324 0.277 -0.150
C 0.471 1.600 -0.444
C -0.575 2.610 -0.144
C 1.332 -0.685 -0.592
N 1.010 -1.908 -0.913
N 2.586 -0.272 -0.516
H -0.692 0.619 1.607
H -1.006 -2.260 0.629
H -0.981 -1.635 2.359
H 0.431 -1.758 1.609
H 1.095 2.004 -1.105
H -0.474 2.878 0.861
H -1.538 2.180 -0.174
H -0.529 3.573 -0.828
H 1.738 -2.576 -0.810
H 0.033 -2.091 -0.714
H 2.880 0.683 -0.603
H 3.401 -0.768 -0.820
```

HOMO energy	-12.8996	eV
total energy	-741.7004	a.u.
relative energy (zero: lowest compared OMol25 entry of this formula, charge and spin)	4.2	kcal/mol
SMILES	[H]/P=N/[C@@H](C)/C(=C\C)C(N)=[NH2+]
charge	+1

Entry 4:
Computed, not measured: 2 unconnected molecules or ions with the total composition C6H13NO in a non-equilibrium geometry, with ωB97M-V with the def2-TZVPD basis set.

```
21
C6H13NO, DFT ωB97M-V with the def2-TZVPD basis set
O 0.260 1.623 -2.759
C -0.830 1.149 -2.358
N -1.109 0.239 -1.474
C 0.096 -0.264 -0.762
C 0.234 -0.780 0.595
C 1.040 -0.135 1.568
C -0.039 1.067 2.289
C 0.920 -1.102 -1.753
H -1.749 1.614 -2.772
H -2.476 -0.922 0.838
H 0.688 0.659 -0.594
H -2.936 -0.810 1.403
H 0.020 -1.834 0.681
H 1.894 0.466 1.238
H 1.304 -0.604 2.509
H -0.384 1.973 1.810
H 0.515 1.207 3.216
H -0.818 0.327 2.414
H 0.400 -1.979 -2.145
H 1.867 -1.456 -1.332
H 1.105 -0.440 -2.610
```

HOMO energy	-7.9411	eV
total energy	-366.1720	a.u.
relative energy (zero: lowest compared OMol25 entry of this formula, charge and spin)	164.3	kcal/mol

Entry 5:
Computed, not measured: C6H13NO in the gas phase in a non-equilibrium geometry, with ωB97M-V with the def2-TZVPD basis set.

```
21
C6H13NO, DFT ωB97M-V with the def2-TZVPD basis set
C -0.852 -0.666 -1.739
C -0.448 -0.834 -0.472
C -1.039 0.160 0.533
C 0.064 1.182 0.760
C 0.180 2.171 -0.477
O 1.113 1.690 -1.434
N 0.330 -1.815 0.053
C 0.802 -1.781 1.404
H -0.415 -1.313 -2.581
H -1.594 -0.074 -2.222
H -1.969 0.412 0.122
H -1.260 -0.208 1.574
H 1.084 0.847 1.062
H -0.402 1.871 1.547
H 0.656 3.083 -0.060
H -0.841 2.366 -0.891
H 0.710 0.801 -1.665
H 0.919 -2.378 -0.670
H 0.379 -2.581 1.978
H 1.884 -2.094 1.302
H 0.700 -0.838 1.877
```

HOMO energy	-8.0447	eV
total energy	-366.3268	a.u.
relative energy (zero: lowest compared OMol25 entry of this formula, charge and spin)	67.2	kcal/mol
SMILES	C=C(CCCO)NC

Entry 6:
Computed, not measured: a molecular structure, C6H13NO in a non-equilibrium geometry, with ωB97M-V with the def2-TZVPD basis set.

```
21
C6H13NO, DFT ωB97M-V with the def2-TZVPD basis set
C 0.080 0.173 0.266
C -0.466 -2.077 -0.769
C 0.032 -0.221 -1.095
C 1.238 -0.235 1.127
C -1.210 0.410 1.008
C 0.633 2.098 -0.465
O -1.790 -2.225 -0.350
N 1.793 2.445 -0.080
H -2.379 -1.933 -1.058
H 1.995 3.448 -0.197
H -0.293 -2.493 -1.765
H 0.186 -2.588 -0.065
H -0.817 0.122 -1.678
H 0.974 -0.295 -1.630
H -0.034 2.824 -0.978
H 2.049 -0.694 0.559
H 1.654 0.691 1.555
H 0.940 -0.904 1.937
H -1.474 -0.441 1.640
H -1.076 1.244 1.702
H -2.034 0.651 0.335
```

HOMO energy	-7.2526	eV
total energy	-366.2463	a.u.
relative energy (zero: lowest compared OMol25 entry of this formula, charge and spin)	117.7	kcal/mol

Entry 7:
Computed, not measured: 2 unconnected molecules or ions with the total composition C6H13NO in a non-equilibrium geometry, with ωB97M-V with the def2-TZVPD basis set.

```
21
C6H13NO, DFT ωB97M-V with the def2-TZVPD basis set
C 1.739 1.083 -1.027
C 1.564 -0.193 -0.651
C 2.637 -1.009 -0.005
C 0.269 -0.974 -1.165
O 0.210 -2.195 -1.122
H 0.962 1.647 -1.535
H 2.635 1.633 -0.751
H 2.266 -1.981 0.334
H 3.464 -1.199 -0.697
H 3.034 -0.500 0.881
H -0.326 -0.382 -1.878
C -2.153 1.255 -0.064
N -1.259 0.221 0.434
C -1.803 -0.494 1.581
H -2.209 2.101 0.626
H -1.779 1.625 -1.023
H -3.161 0.863 -0.236
H -0.281 0.568 0.651
H -2.770 -0.946 1.339
H -1.116 -1.295 1.868
H -1.922 0.172 2.440
```

HOMO energy	-8.8793	eV
total energy	-366.3417	a.u.
relative energy (zero: lowest compared OMol25 entry of this formula, charge and spin)	57.9	kcal/mol
SMILES	C=C(C)C=O.CNC

Entry 8:
Computed, not measured: C6H13NO in the gas phase in a non-equilibrium geometry, with ωB97M-V with the def2-TZVPD basis set.

```
21
C6H13NO, DFT ωB97M-V with the def2-TZVPD basis set
C -1.512 -0.471 -1.284
C -1.463 -0.057 0.158
N -2.744 0.106 0.831
C -0.388 0.225 0.890
C 1.110 0.263 0.410
C 1.721 -1.134 0.448
C 1.359 0.951 -0.932
O 1.796 1.036 1.401
H -0.635 -1.056 -1.571
H -2.383 -1.107 -1.473
H -1.590 0.406 -1.933
H -3.501 -0.390 0.365
H -2.721 -0.135 1.820
H -0.482 0.474 1.944
H 1.266 -1.799 -0.293
H 1.605 -1.589 1.438
H 2.800 -1.093 0.253
H 2.426 1.173 -1.058
H 1.055 0.343 -1.786
H 0.837 1.914 -0.984
H 1.445 1.941 1.355
```

HOMO energy	-8.1494	eV
total energy	-366.3885	a.u.
relative energy (zero: lowest compared OMol25 entry of this formula, charge and spin)	28.5	kcal/mol
SMILES	C/C(N)=C\C(C)(C)O

Entry 9:
Computed, not measured: 3 unconnected molecules or ions with the total composition C6H13NO in a non-equilibrium geometry, with ωB97M-V with the def2-TZVPD basis set.

```
21
C6H13NO, DFT ωB97M-V with the def2-TZVPD basis set
C 2.731 -1.503 -1.229
C 2.415 -0.375 -0.949
N 2.103 0.865 -0.547
H 3.043 -2.480 -1.473
H 1.104 1.029 -0.394
H 2.550 1.603 -1.074
C -1.196 -1.472 -0.279
C -1.128 -0.994 1.002
C 0.115 -0.919 1.811
H -0.318 -1.939 -0.710
H -2.140 -1.833 -0.667
H -2.037 -0.651 1.485
H 0.049 -1.654 2.620
H 0.224 0.065 2.264
H 0.997 -1.134 1.211
C -1.519 2.292 -0.488
O -0.771 1.125 -0.263
H -1.100 3.100 0.121
H -2.575 2.176 -0.210
H -1.459 2.619 -1.535
H -1.089 0.079 -0.696
```

HOMO energy	-8.3585	eV
total energy	-366.2466	a.u.
relative energy (zero: lowest compared OMol25 entry of this formula, charge and spin)	117.5	kcal/mol
SMILES	C#CN.C=CC.CO

Entry 10:
Computed, not measured: C6H13NO in the gas phase in a non-equilibrium geometry, with ωB97M-V with the def2-TZVPD basis set.

```
21
C6H13NO, DFT ωB97M-V with the def2-TZVPD basis set
C -0.217 -3.066 0.670
C -1.078 -2.312 1.311
C -1.382 -0.850 0.997
C -0.491 -0.173 -0.038
C -0.385 1.352 0.182
N 0.896 1.916 -0.150
C 1.351 2.118 -1.476
O 2.360 1.215 -1.910
H 0.069 -4.060 0.999
H 0.307 -2.782 -0.238
H -1.592 -2.584 2.227
H -2.448 -0.661 0.870
H -1.127 -0.421 1.955
H 0.531 -0.537 0.038
H -0.920 -0.377 -1.023
H -1.187 1.876 -0.352
H -0.613 1.619 1.219
H 1.560 2.077 0.583
H 1.863 3.072 -1.551
H 0.495 2.219 -2.138
H 2.009 0.358 -2.173
```

HOMO energy	-8.6641	eV
total energy	-366.3532	a.u.
relative energy (zero: lowest compared OMol25 entry of this formula, charge and spin)	50.6	kcal/mol
SMILES	C=CCCCNCO

Entry 11:
Computed, not measured: 2 unconnected molecules or ions with the total composition C6H13NO in a non-equilibrium geometry, with ωB97M-V with the def2-TZVPD basis set.

```
21
C6H13NO, DFT ωB97M-V with the def2-TZVPD basis set
C 3.183 0.670 -0.342
C 2.313 1.311 0.428
C 0.871 1.466 0.084
C 0.041 0.463 0.376
C -1.464 0.531 0.367
C -1.961 0.325 -1.100
N -2.037 -1.071 -1.526
H 2.976 0.228 -1.309
H 4.227 0.592 -0.072
H 2.577 1.740 1.385
H 0.505 2.414 -0.306
H 0.560 -0.382 0.816
H -1.958 -0.162 1.049
H -1.750 1.530 0.709
H -1.306 0.912 -1.732
H -2.974 0.720 -1.240
H -1.093 -1.462 -1.442
H -2.544 -1.647 -0.855
O -0.351 -2.568 1.595
H -0.715 -2.060 0.904
H 0.425 -3.031 1.305
```

HOMO energy	-9.2306	eV
total energy	-366.3401	a.u.
relative energy (zero: lowest compared OMol25 entry of this formula, charge and spin)	58.9	kcal/mol
SMILES	C=C/C=C/CCN.O

Entry 12:
Computed, not measured: C6H13NO in the gas phase in a non-equilibrium geometry, with ωB97M-V with the def2-TZVPD basis set.

```
21
C6H13NO, DFT ωB97M-V with the def2-TZVPD basis set
C -2.179 -0.117 0.056
C -1.523 1.121 -0.352
C -0.130 1.086 0.339
C 0.638 -0.050 -0.329
C 1.984 0.522 -1.044
N 1.250 -0.855 0.757
C 0.602 -2.056 1.024
O -0.229 -2.587 0.343
H -1.638 -0.793 0.920
H -2.316 -0.925 -0.638
H -3.209 0.057 0.412
H -1.502 1.165 -1.535
H -2.073 2.009 0.005
H -0.325 1.011 1.414
H 0.397 1.999 0.147
H 0.071 -0.535 -1.175
H 2.480 -0.020 -1.861
H 2.809 0.513 -0.360
H 1.828 1.572 -1.374
H 1.949 -0.389 1.394
H 1.117 -2.728 1.858
```

HOMO energy	-9.6121	eV
total energy	-366.3465	a.u.
relative energy (zero: lowest compared OMol25 entry of this formula, charge and spin)	54.8	kcal/mol
SMILES	CCC[C@@H](C)NC=O

These records have frontier orbital gap values of 7.96, 7.94, 8.89, 5.42, 8.97, 8.06, 9.64, 9.03, 9.21, 9.70, 10.04, 10.52 eV, in the order they appear.